Record 1
58
Properties=species:S:1:pos:R:3:forces:R:3 method="wB97M-V/def2-TZVPD" lumo_ev=0.51 gap_ev=9.066 e_homo_ev=-8.56 spin_multiplicity=1 e_tot_ha=-1324.8098 relative_energy_ev=0.218
C 4.1354 0.9152 2.5582 0.47 -0.03 0.18
O 2.7349 1.0378 2.4471 -0.34 -0.14 -0.16
C 2.1220 1.0961 1.2347 -0.11 0.07 -0.10
C 0.8141 1.5566 1.2761 0.04 -0.05 -0.17
C 0.0345 1.6660 0.1286 0.41 -0.10 -0.11
C -1.3667 2.1055 0.2675 -0.22 0.13 0.31
O -1.9397 2.2559 1.3205 0.11 -0.05 -0.14
O -1.9634 2.2898 -0.9283 0.26 -0.11 -0.12
C -3.3359 2.6437 -0.9222 -0.64 0.28 0.17
C -4.2819 1.4499 -1.1085 0.63 0.24 0.01
O -5.4313 1.6171 -1.4551 -0.36 0.21 -0.03
N -3.7297 0.2522 -0.8619 0.31 -0.30 0.13
C -4.4714 -0.9849 -0.9167 -0.36 -0.16 0.04
C -4.9034 -1.4720 0.4704 0.19 0.14 -0.13
C -3.7442 -1.5190 1.4766 -0.20 -0.08 -0.01
C -2.5066 -2.1721 0.9256 0.04 0.06 0.13
C -1.2996 -1.4843 0.9122 -0.07 -0.04 0.01
C -0.1568 -2.0630 0.3874 0.11 -0.02 -0.06
C -0.2072 -3.3435 -0.1340 0.14 0.01 -0.03
C -1.4018 -4.0448 -0.1138 -0.04 -0.10 -0.03
C -2.5409 -3.4647 0.4137 0.02 0.01 0.01
C 0.5856 1.3196 -1.0990 -0.17 0.10 0.19
C 1.8817 0.8479 -1.1555 0.22 -0.07 -0.03
C 2.6655 0.7073 -0.0116 -0.06 0.03 0.09
O 3.9252 0.1924 -0.0314 -0.22 0.15 0.26
C 4.4655 -0.2768 -1.2508 0.27 -0.38 -0.21
C 5.8449 -0.8744 -0.9609 -0.15 0.26 -0.10
C 6.8229 0.2169 -0.5355 -0.20 -0.23 0.09
C 6.3584 -1.6147 -2.1924 -0.19 0.06 0.25
H 4.4837 -0.0772 2.2660 -0.02 0.12 0.04
H 4.6513 1.6725 1.9630 -0.01 -0.04 0.02
H 4.3505 1.0790 3.6141 0.01 0.01 -0.08
H 0.3975 1.8293 2.2330 -0.03 0.02 0.12
H -3.5912 3.1276 0.0290 0.01 -0.08 -0.25
H -3.4958 3.3474 -1.7413 0.01 -0.17 0.09
H -2.7769 0.1916 -0.5388 -0.05 0.12 -0.13
H -5.3551 -0.8017 -1.5321 0.14 -0.10 0.00
H -3.8430 -1.7391 -1.3991 -0.10 0.08 -0.01
H -5.6736 -0.8043 0.8589 -0.08 -0.04 0.00
H -5.3450 -2.4627 0.3542 -0.08 -0.03 0.02
H -4.0790 -2.0662 2.3621 0.02 0.09 0.05
H -3.4996 -0.5033 1.7940 0.00 -0.02 0.05
H -1.2454 -0.4904 1.3332 -0.05 0.12 0.08
H 0.7696 -1.5074 0.3896 0.11 0.06 -0.01
H 0.6809 -3.7984 -0.5476 0.07 -0.04 -0.03
H -1.4446 -5.0492 -0.5096 0.00 -0.08 -0.03
H -3.4660 -4.0225 0.4312 -0.12 -0.06 -0.01
H 0.0014 1.4056 -2.0003 -0.04 -0.01 -0.08
H 2.2861 0.5697 -2.1151 0.07 -0.04 -0.06
H 4.5604 0.5481 -1.9699 -0.04 -0.05 0.01
H 3.8093 -1.0469 -1.6787 0.01 0.11 0.02
H 5.7290 -1.5856 -0.1366 -0.05 0.00 -0.03
H 6.4354 0.7570 0.3240 0.03 0.12 0.10
H 6.9801 0.9223 -1.3490 0.04 0.11 -0.10
H 7.7820 -0.2184 -0.2669 0.13 0.01 0.03
H 5.6826 -2.4192 -2.4732 -0.04 -0.11 -0.09
H 6.4507 -0.9322 -3.0346 0.05 0.06 -0.14
H 7.3363 -2.0433 -1.9901 0.11 -0.04 -0.04


Record 2
46
Properties=species:S:1:pos:R:3:forces:R:3 method="wB97M-V/def2-TZVPD" lumo_ev=-2.06 gap_ev=3.573 e_homo_ev=-5.63 spin_multiplicity=1 e_tot_ha=-1126.3837 relative_energy_ev=8.369
C 4.1896 -1.8037 2.8801 -0.19 0.40 0.08
O 3.5365 -0.5402 3.1623 -0.70 -0.42 -0.33
C 2.2052 -0.4421 2.9193 -0.19 -0.10 0.06
C 1.5841 0.8091 3.1756 0.67 -0.55 -0.07
C 0.2335 0.9631 2.9740 -0.65 -0.20 -0.14
C -0.5709 -0.1399 2.5802 0.79 -0.33 -0.07
C -2.0026 -0.0029 2.5503 -0.48 -0.18 0.67
N -2.8363 -0.9175 2.9992 0.96 0.87 -0.51
C -4.2742 -0.7577 2.7765 -0.59 0.34 -0.23
C -2.4165 -2.0755 3.7964 0.06 -0.64 -0.03
C 0.0704 -1.3620 2.2578 -0.31 0.28 0.36
C 1.4282 -1.5239 2.4341 0.55 0.27 0.05
H 5.2332 -1.6126 3.1275 -0.13 -0.17 -0.07
H 3.7884 -2.6130 3.5090 0.10 0.32 -0.12
H 4.0922 -2.0804 1.8190 0.04 0.20 0.31
H 2.2079 1.6251 3.5369 -0.20 -0.15 -0.15
H -0.2567 1.9239 3.1434 0.21 -0.14 -0.02
H -2.4384 0.9585 2.2356 0.00 -0.38 -0.17
H -4.7803 -1.6052 3.2430 -0.04 0.31 -0.20
H -4.6269 0.1838 3.2213 0.10 -0.29 -0.12
H -4.4910 -0.7375 1.6979 0.06 -0.03 0.41
H -3.3290 -2.5260 4.1951 0.34 0.05 0.00
H -1.8948 -2.8246 3.1881 -0.31 0.21 0.28
H -1.7653 -1.7831 4.6310 -0.13 0.13 -0.37
H -0.5061 -2.1963 1.8579 0.17 0.27 0.09
H 1.9034 -2.4820 2.2095 -0.27 0.42 0.00
C -1.7462 2.2383 -0.9810 0.80 0.05 -0.06
C -2.7411 2.8806 -0.0894 -1.30 0.07 0.34
C -2.2433 3.6675 0.9598 0.76 0.81 1.10
N -1.7808 4.3072 1.8334 -0.57 -1.02 -0.99
C -4.1436 2.8109 -0.2724 0.32 -0.01 0.09
C -4.7549 2.0213 -1.3110 -0.26 0.04 0.11
C -6.1259 1.9425 -1.4430 0.07 0.26 0.33
C -6.9595 2.6571 -0.5573 0.29 -0.12 -0.02
N -8.3722 2.5560 -0.6804 -1.47 -0.03 -0.10
O -9.0949 3.1910 0.1223 0.92 -0.83 -1.01
O -8.8545 1.8362 -1.5837 0.61 0.85 1.10
C -6.4032 3.4527 0.4641 0.47 -0.18 -0.18
C -5.0300 3.5298 0.5999 -0.76 0.01 0.09
H -2.2043 1.6402 -1.7677 0.12 0.05 0.09
H -1.1103 3.0074 -1.4454 -0.03 -0.30 -0.12
H -1.0794 1.5985 -0.3844 0.09 -0.10 -0.32
H -4.1295 1.4684 -2.0127 -0.24 0.18 0.21
H -6.5946 1.3387 -2.2163 0.16 0.14 0.14
H -7.0754 3.9904 1.1296 0.21 -0.10 -0.17
H -4.6236 4.1629 1.3943 -0.03 -0.26 -0.34


Record 3
12
Properties=species:S:1:pos:R:3:forces:R:3 method="wB97M-V/def2-TZVPD" lumo_ev=0.51 gap_ev=11.913 e_homo_ev=-11.40 spin_multiplicity=1 e_tot_ha=-305.7380 relative_energy_ev=1.122
O -2.0914 2.4641 2.1724 -0.19 -0.10 0.03
H -1.8610 3.1295 2.8208 0.02 0.16 0.19
H -1.3628 2.4716 1.5516 0.16 -0.05 -0.23
O 2.4849 -4.9191 0.9378 0.15 -0.11 -0.16
H 2.1687 -5.3898 1.7090 -0.07 -0.15 0.17
H 2.1743 -4.0220 1.0601 -0.10 0.27 -0.03
O -0.4820 -1.1005 -0.6132 0.00 -0.15 0.22
H -0.0898 -0.2469 -0.7972 0.10 0.29 -0.04
H -0.7523 -1.4302 -1.4702 -0.08 -0.12 -0.19
O -0.0670 2.7749 -2.1485 0.01 -0.20 0.22
H 0.5574 3.4752 -2.3381 0.19 0.17 -0.01
H -0.6789 2.7933 -2.8844 -0.21 -0.02 -0.16


Record 4
79
Properties=species:S:1:pos:R:3:forces:R:3 method="wB97M-V/def2-TZVPD" lumo_ev="3.03 / 3.03" gap_ev="2.656 / 6.206" e_homo_ev="0.38 / -3.17" spin_multiplicity=2 e_tot_ha=-2620.7868 s_squared=0.7638 charge=-2
O 12.6070 2.7966 4.2640 -2.49 2.38 1.37
C 11.7234 3.5959 4.6169 2.22 -3.05 -2.00
O 11.2364 4.5736 3.9295 -0.82 2.48 -1.11
B 10.0800 5.2810 4.6402 1.13 -0.46 -1.48
O 10.0060 4.5277 5.8699 -0.26 -0.53 0.62
C 10.8629 3.4859 5.8236 0.67 -0.88 2.18
O 11.0274 2.6161 6.6490 -1.04 0.98 -0.21
O 8.8352 5.2426 3.8212 -1.64 2.79 0.09
C 8.2702 6.5172 3.6844 -1.48 -1.04 -1.31
O 7.1460 6.8343 3.1851 4.90 -1.61 2.30
C 9.3780 7.4708 4.3006 -0.76 3.20 -0.16
O 10.3639 6.7673 4.7781 -0.25 -1.09 0.23
O 9.3314 8.7158 4.3492 -0.19 -3.05 -0.22
C 5.2035 9.1832 2.7568 0.72 0.45 -0.59
C 4.1836 8.9786 3.7296 -0.03 0.22 -0.06
N 3.4062 8.7946 4.5407 -1.00 -0.17 0.88
H 4.9175 9.8982 1.9853 -0.38 -0.29 -0.13
H 5.4609 8.2051 2.3506 0.40 0.31 -0.13
H 6.0462 9.6716 3.2462 0.30 -0.51 0.03
C 13.5313 0.8088 8.4253 0.42 0.07 -0.43
C 14.1298 1.6031 7.3343 1.81 1.57 -3.30
N 14.6095 2.1805 6.4132 -1.63 -2.12 3.75
H 13.8356 1.2294 9.3838 -0.60 0.31 0.01
H 13.9251 -0.2068 8.4664 0.14 -0.03 -0.48
H 12.4621 0.7380 8.2255 -0.05 0.28 0.47
C 13.0101 5.1526 -0.3145 1.21 -0.42 1.73
C 13.6241 4.3250 0.8336 -0.60 0.06 0.32
N 13.9848 3.7385 1.7765 -0.25 1.11 -2.00
H 12.2058 5.7545 0.1084 -0.40 -0.59 -0.13
H 12.6924 4.5066 -1.1329 -0.11 0.18 0.23
H 13.7514 5.8942 -0.6123 0.24 -0.28 -0.29
C 13.2469 7.5646 3.3732 0.25 -1.10 1.71
C 13.7336 7.8850 2.0908 1.52 2.48 -5.91
N 14.1271 8.2064 1.0120 -1.43 -1.38 4.31
H 12.7962 6.5736 3.3181 -0.22 -0.06 0.21
H 12.5948 8.2595 3.9023 -0.17 0.16 -0.66
H 14.1409 7.4734 3.9900 0.02 -0.24 0.30
C 7.5375 0.7333 1.6525 -2.26 -1.79 -1.61
C 8.3097 1.5622 2.3625 0.79 1.51 2.52
C 8.8481 2.6932 1.8701 0.66 2.49 -1.88
C 8.6561 3.0464 0.5081 1.70 1.51 -0.60
C 7.8796 2.1459 -0.2368 -1.65 -0.17 -1.19
C 7.2104 1.0426 0.3150 2.18 0.21 1.61
N 9.3594 4.2675 -0.1088 -1.79 -3.70 3.10
O 10.0936 4.9578 0.6692 0.00 0.25 0.13
O 9.1647 4.5139 -1.3073 -0.26 0.42 -1.81
H 7.0648 -0.1186 2.1185 -0.02 -0.21 0.14
H 8.4134 1.5951 3.4370 -0.09 -1.18 0.37
H 9.3111 3.4276 2.5126 0.28 -0.21 -0.13
H 7.5814 2.3373 -1.2570 0.53 0.49 -0.27
H 6.6293 0.3015 -0.2135 -0.18 0.40 -0.52
C 11.1153 10.5439 8.8730 0.40 -0.32 -0.41
C 10.6958 9.8154 7.7233 1.53 -0.06 1.84
C 11.5220 8.7462 7.3325 -2.64 -0.29 -0.06
C 12.5991 8.3748 8.0646 0.17 -0.88 -0.11
C 13.0297 9.1057 9.1327 0.53 0.41 1.46
C 12.2784 10.1839 9.5978 -0.17 -0.06 -2.02
N 13.1756 7.0238 7.7598 2.98 0.49 0.22
O 14.3451 6.8212 8.1765 -2.08 0.38 -0.30
O 12.5675 6.2562 7.0692 -0.41 0.03 0.15
H 10.5778 11.4227 9.1974 -0.33 -0.06 0.06
H 9.7030 9.9307 7.3141 0.23 0.30 -0.41
H 11.1097 8.0022 6.6669 0.19 0.19 -0.63
H 13.9185 8.8359 9.6838 0.08 -0.26 -0.13
H 12.7223 10.7833 10.3789 -0.45 0.08 0.23
C 5.7029 3.6219 4.3432 -1.79 -1.37 -1.01
C 6.3338 4.3093 5.3210 2.26 -0.05 1.23
C 6.8736 3.6023 6.3954 -0.62 -2.50 1.92
C 6.5626 2.1858 6.6183 0.82 2.66 -1.08
C 5.7827 1.5920 5.6631 -1.01 -0.89 -0.56
C 5.3359 2.2868 4.5395 0.51 0.52 0.35
N 7.1776 1.3594 7.6969 0.74 -1.80 0.15
O 7.4522 0.1532 7.4116 -0.92 2.93 0.51
O 7.4051 1.8459 8.8039 -0.41 -0.16 -1.49
H 5.3916 4.1043 3.4284 0.09 0.17 -0.05
H 6.6700 5.3170 5.1262 -0.34 0.07 0.31
H 7.4814 4.0049 7.1922 0.19 0.58 -0.29
H 5.4296 0.5769 5.7691 0.32 -0.22 0.14
H 4.7182 1.7851 3.8093 0.10 -0.09 -0.05


Record 5
9
Properties=species:S:1:pos:R:3:forces:R:3 method="wB97M-V/def2-TZVPD" lumo_ev=0.43 gap_ev=11.868 e_homo_ev=-11.44 spin_multiplicity=1 e_tot_ha=-229.3043 relative_energy_ev=0.566
O -1.4583 1.1442 3.2773 -0.14 0.14 0.14
H -1.2024 1.1846 2.3558 0.04 0.04 -0.32
H -0.9653 0.4040 3.6311 0.10 -0.18 0.12
O -0.4538 1.1625 -0.9593 0.04 -0.18 0.24
H -0.9704 0.9656 -1.7408 -0.19 -0.07 -0.17
H 0.0792 1.9177 -1.2080 0.17 0.21 -0.02
O 2.0012 -2.4268 -1.7072 0.21 -0.11 0.02
H 1.4077 -2.6192 -2.4332 -0.12 -0.08 -0.19
H 1.5620 -1.7326 -1.2158 -0.11 0.23 0.17


Record 6
80
Properties=species:S:1:pos:R:3:forces:R:3 method="wB97M-V/def2-TZVPD" lumo_ev="-6.10 / -9.74" gap_ev="6.042 / 2.408" e_homo_ev="-12.14 / -12.14" spin_multiplicity=5 e_tot_ha=-4599.5317 relative_energy_ev=1.270 s_squared=6.0389 charge=+2
Pt -0.6711 -2.3517 1.3295 -0.45 0.17 1.33
C -0.5951 3.0808 3.7442 -0.04 0.62 -0.34
C -1.1527 2.5212 2.6733 -0.06 -2.83 1.12
C -0.5352 2.1530 1.3458 0.11 0.85 -0.90
C 0.7799 1.3292 1.2524 0.20 -0.64 -0.02
C 2.1616 1.8397 1.6521 -0.65 -0.15 0.65
C 2.4380 2.9379 2.3739 1.09 -1.31 -0.48
C 1.5573 4.1162 2.5435 -0.64 0.12 0.13
C 0.5380 4.0608 3.7080 0.54 0.33 0.48
C 1.1681 -3.0296 1.9128 0.46 0.17 -0.13
H -1.0980 3.0159 4.7265 0.10 0.13 -0.69
H -2.0427 1.8881 2.8820 0.31 0.66 -0.07
H -0.4775 3.0873 0.7664 0.20 -0.48 -0.30
H -1.2631 1.5211 0.8190 0.14 0.34 0.15
H 0.6143 0.3595 1.8023 0.04 0.99 -0.43
H 0.8925 0.9363 0.2288 -0.28 0.49 -0.15
H 2.9666 1.1236 1.3955 -0.37 0.37 0.51
H 3.4586 3.0007 2.7832 -0.38 0.15 -0.35
H 1.0474 4.2457 1.5730 0.15 0.41 0.58
H 2.2305 4.9701 2.7378 -0.57 -0.16 -0.25
H 1.0912 4.0036 4.6617 -0.15 0.11 -0.30
H 0.0208 5.0277 3.7023 0.21 0.10 0.24
H 1.2727 -2.6288 2.9334 0.31 -0.67 -0.58
H 1.5662 -2.2910 1.1669 0.46 -0.82 0.99
H 1.5763 -4.0657 1.7944 -0.68 0.96 -0.10
P 1.6139 -1.4306 -1.0350 2.74 0.41 -5.09
P -2.1010 -0.5801 -0.9881 -2.81 2.47 -4.62
N 3.0250 -0.2142 -1.5905 0.15 0.29 1.21
N 2.2195 -2.5130 -2.3539 -0.56 -0.32 1.15
N -2.1308 1.1099 -1.8138 0.68 -0.22 1.19
N -3.5699 -0.9679 -2.0512 0.18 -1.39 1.14
C 0.4267 -0.5712 -2.1190 -0.19 0.39 0.63
C -0.9065 -1.3282 -2.1613 0.11 -0.25 0.13
C 4.1839 -0.0384 -0.8543 -2.21 -0.71 -0.61
C 5.0384 0.8303 -1.5326 0.44 1.36 -2.07
C 4.3964 1.2047 -2.7409 1.31 -0.39 1.76
C 3.1610 0.5459 -2.7576 -0.36 -0.85 1.26
C 2.6828 -3.7942 -2.0695 0.23 -0.03 -1.44
C 3.1200 -4.3787 -3.2620 -0.45 0.46 1.18
C 2.9032 -3.4395 -4.3089 -0.34 0.96 1.44
C 2.3844 -2.2852 -3.7290 -0.04 -0.66 0.08
C -2.6432 2.2862 -1.2456 0.48 0.46 -1.01
C -2.4674 3.3523 -2.1319 -0.07 -1.29 0.52
C -1.8424 2.8084 -3.3003 0.04 -1.23 0.85
C -1.6370 1.4451 -3.0856 0.02 0.77 0.21
C -4.2164 -0.3143 -3.1072 -0.16 -0.14 -0.27
C -5.0564 -1.2107 -3.7646 1.04 0.39 1.10
C -4.9401 -2.4689 -3.0967 0.85 0.43 0.72
C -4.0226 -2.2899 -2.0646 -0.69 0.21 -0.73
H 0.7569 -0.3869 -3.1501 0.10 -0.31 0.62
H 0.3449 0.4197 -1.6449 -0.36 -0.09 -0.32
H -1.2991 -1.3639 -3.1903 -0.07 0.06 0.55
H -0.8304 -2.3783 -1.8197 0.20 0.21 -0.27
H 4.2963 -0.5469 0.0981 0.11 0.12 -0.19
H 6.0216 1.1412 -1.1872 -0.31 -0.06 -0.14
H 4.7529 1.8639 -3.5128 0.12 0.03 0.01
H 2.3896 0.5908 -3.5134 0.16 0.11 0.22
H 2.6216 -4.1559 -1.0550 0.13 -0.17 -0.07
H 3.5511 -5.3652 -3.3381 -0.11 0.05 -0.09
H 3.0863 -3.5660 -5.3528 0.18 -0.06 -0.33
H 2.1168 -1.3423 -4.1962 -0.01 -0.54 0.07
H -3.0847 2.2829 -0.2644 -0.07 -0.06 0.03
H -2.7497 4.3939 -1.9639 0.04 -0.56 -0.06
H -1.5704 3.3498 -4.1864 0.03 0.01 -0.17
H -1.1632 0.7071 -3.7380 -0.47 0.43 0.30
H -4.0481 0.7367 -3.3137 -0.04 -0.31 0.11
H -5.6652 -0.9684 -4.6233 0.00 -0.01 0.16
H -5.4620 -3.3872 -3.3346 0.13 0.16 0.06
H -3.6547 -2.9860 -1.3297 -0.04 -0.17 0.07
Cl -2.8739 -3.3296 2.6860 -0.51 -0.26 0.29
C -2.1343 -2.3746 3.9415 0.56 0.48 -0.55
C -0.9815 -1.7943 3.4762 -0.77 -0.35 -0.64
C -0.2916 -0.9838 4.3806 0.75 1.00 0.28
Cl 1.1930 -0.2593 3.9134 -0.74 -0.63 0.86
C -0.8363 -0.6356 5.6605 -0.52 0.64 0.58
Cl -0.0124 0.5684 6.5830 -0.46 -0.66 -0.10
C -2.0711 -1.1538 6.0835 1.58 0.19 -0.14
Cl -2.6921 -0.7416 7.6170 -0.04 -0.21 -0.57
C -2.7013 -2.1063 5.2209 -1.17 -0.54 0.08
Cl -4.1754 -2.8377 5.7096 1.12 0.48 -0.48


no.,strongest force on any atom (hartree/bohr)
1,0.0140
2,0.0311
3,0.0061
4,0.1281
5,0.0062
6,0.1156